Record 1
An isolated ion of composition C2H3O2S2 and charge -1 in a non-equilibrium geometry. Source: OMol25; level of theory: ωB97M-V/def2-TZVPD.

Properties
* total energy: -1024.923823 Eh
* E_HOMO: -3.1 eV
* energy relative to the best compared isomer or geometry (same formula, charge and spin): 0.282 eV
* net charge: -1
* SMILES: CC(=O)OS[S-]

Bonds (Å) are listed after each position.
Geometry (Å):
1 C -0.78 0.66 0.03  C2 1.530, H7 1.091, H8 1.088, H9 1.088
2 C 0.74 0.80 -0.03  C1 1.530, O3 1.227, O4 1.294
3 O 1.27 1.84 -0.42  C2 1.227
4 O 1.42 -0.24 0.33  C2 1.294, S5 1.988
5 S 0.62 -2.00 0.81  O4 1.988, S6 1.940
6 S 0.14 -2.91 -0.83  S5 1.940
7 H -1.11 0.11 -0.85  C1 1.091
8 H -1.26 1.64 0.04  C1 1.088
9 H -1.06 0.09 0.91  C1 1.088


Record 2
One molecule with the formula CH3NOS in a non-equilibrium geometry. Source: OMol25; level of theory: ωB97M-V/def2-TZVPD.

Properties
* total energy: -567.995484 Eh
* E_HOMO: -8.5 eV
* energy relative to the best compared isomer or geometry (same formula, charge and spin): 2.865 eV
* net charge: 0
* SMILES: ONC=S

Bonds (Å) are listed after each position.
Geometry (Å):
1 O 0.32 1.47 -0.25  N2 1.381, H5 1.070
2 N 0.22 0.23 0.35  O1 1.381, C3 1.291, H6 1.066
3 C -0.64 -0.66 -0.01  N2 1.291, S4 1.631, H7 1.129
4 S -0.90 -2.09 0.75  C3 1.631
5 H 1.17 1.36 -0.89  O1 1.070
6 H 1.08 0.13 0.97  N2 1.066
7 H -1.26 -0.44 -0.92  C3 1.129


Number 1: frontier orbital gap 6.699 eV. Number 2: frontier orbital gap 8.770 eV.